1.
Here is C33H82F10InO10S as an isolated structure at a distorted geometry from the Open Molecules 2025 dataset. Energies are from ωB97M-V/def2-TZVPD.

Output
Net charge = -1
Spin multiplicity = 1
LUMO energy = 1.9 eV
Max |F| = 1.30 eV/Å
Calculated total energy = -3645.7587 a.u.

Positions of all 137 atoms, in Å:
C1 1.1822 0.4464 2.5118
C2 0.2338 0.1487 3.6996
In1 -1.4741 -1.0433 2.9328
F1 -1.6608 -0.6807 0.9136
C3 -1.0539 -3.2050 3.2276
C4 -1.6646 -4.0864 2.1099
C5 -0.7393 -5.2353 1.6591
C6 -0.5522 -5.3223 0.1366
C7 0.7789 -4.7725 -0.3555
C8 1.1410 -3.4469 0.3172
C9 0.3113 -2.2819 -0.2652
C10 1.1944 -1.3554 -1.0893
O1 0.4812 -0.3447 -1.7594
C11 -0.0242 0.6371 -0.8510
C12 -3.4718 -0.4773 3.8005
C13 -3.6980 1.0443 3.8783
C14 -5.0609 1.5191 3.3896
F2 -5.9164 0.5164 3.0458
F3 -5.7038 2.2142 4.4074
C15 -5.0235 2.5560 2.2337
F4 -6.2561 3.1417 2.1341
F5 -4.1245 3.5474 2.5142
S1 -4.6576 1.8124 0.5426
F6 -6.1321 1.2351 0.4839
F7 -4.1249 0.4779 1.1620
F8 -3.1796 2.3953 0.5541
F9 -5.1527 3.1721 -0.1385
F10 -4.4100 1.2289 -0.9068
H1 0.9889 -0.2208 1.6700
H2 2.2230 0.2952 2.7760
H3 1.0582 1.4605 2.1545
H4 0.7672 -0.5070 4.3849
H5 -0.0355 1.0598 4.2289
H6 0.0223 -3.3686 3.2606
H7 -1.4583 -3.5233 4.1870
H8 -1.9871 -3.5092 1.2470
H9 -2.5640 -4.5426 2.5174
H10 0.2174 -5.1401 2.1637
H11 -1.1573 -6.1834 1.9962
H12 -0.6592 -6.3606 -0.1714
H13 -1.3654 -4.7824 -0.3420
H14 1.5931 -5.4885 -0.2410
H15 0.7000 -4.5695 -1.4235
H16 0.9992 -3.4885 1.3907
H17 2.1926 -3.2213 0.1371
H18 -0.5168 -2.6505 -0.8596
H19 -0.0759 -1.6948 0.5633
H20 1.9151 -0.9242 -0.3851
H21 1.7595 -1.9565 -1.7995
H22 0.2422 1.6220 -1.2305
H23 -1.1054 0.5498 -0.8264
H24 0.3735 0.4949 0.1479
H25 -4.2147 -0.9920 3.2055
H26 -3.4618 -0.8802 4.8085
H27 -2.9492 1.5463 3.2658
H28 -3.5433 1.4060 4.8860
C16 -5.8416 -4.6209 2.2197
C17 -5.6512 -5.4110 0.9388
O2 -4.3864 -6.0677 0.8998
H29 -5.0460 -3.8840 2.3306
H30 -6.8015 -4.1021 2.2205
H31 -5.8018 -5.2827 3.0898
H32 -5.6737 -4.7440 0.0784
H33 -6.4537 -6.1493 0.8186
H34 -4.3384 -6.6694 1.6467
C18 0.6661 2.7272 -4.3533
C19 -0.0703 3.8331 -3.6232
O3 0.8387 4.8201 -3.1300
H35 1.3894 2.2534 -3.6894
H36 -0.0251 1.9650 -4.7140
H37 1.2174 3.1318 -5.2072
H38 -0.6032 3.4344 -2.7623
H39 -0.8021 4.3165 -4.2804
H40 1.3073 5.1845 -3.8847
C20 -6.5069 -2.0880 -1.0288
C21 -7.7635 -2.7403 -0.4840
O4 -7.8099 -2.7014 0.9402
H41 -5.6196 -2.5742 -0.6225
H42 -6.4711 -2.1472 -2.1181
H43 -6.4631 -1.0373 -0.7376
H44 -7.8023 -3.7938 -0.7592
H45 -8.6553 -2.2503 -0.8928
H46 -7.7753 -1.7802 1.2134
C22 1.6679 -2.9282 -6.0002
C23 2.7269 -3.1301 -4.9315
O5 2.1837 -3.7497 -3.7676
H47 0.8536 -2.3184 -5.6087
H48 2.0854 -2.4344 -6.8799
H49 1.2423 -3.8862 -6.3122
H50 3.1287 -2.1709 -4.6134
H51 3.5531 -3.7415 -5.3163
H52 1.8269 -4.6044 -4.0223
C24 5.4198 2.6760 0.6776
C25 4.1386 2.0271 1.1766
O6 4.1379 1.8757 2.5850
H53 6.2866 2.0810 0.9700
H54 5.4143 2.7751 -0.4099
H55 5.5421 3.6717 1.1129
H56 4.0285 1.0323 0.7466
H57 3.2707 2.6230 0.8753
H58 4.2038 2.7520 2.9715
C26 1.3704 5.4893 -8.0021
C27 1.9053 4.3689 -8.8760
O7 1.3412 3.1090 -8.5284
H59 1.5746 5.2787 -6.9518
H60 1.8270 6.4452 -8.2631
H61 0.2878 5.5836 -8.1139
H62 2.9816 4.2670 -8.7480
H63 1.7075 4.5821 -9.9325
H64 0.3894 3.1700 -8.6441
C28 0.2905 4.6933 4.3381
C29 1.7544 4.3472 4.1405
O8 1.9771 3.6969 2.8927
H65 -0.3192 3.7914 4.2788
H66 0.1252 5.1675 5.3072
H67 -0.0535 5.3762 3.5573
H68 2.0867 3.6498 4.9089
H69 2.3741 5.2507 4.2045
H70 1.6929 4.2973 2.1967
C30 5.3640 0.9852 -2.3557
C31 4.8269 0.3688 -3.6355
O9 3.5308 -0.1837 -3.4489
H71 5.3977 0.2387 -1.5619
H72 6.3680 1.3883 -2.5027
H73 4.7138 1.7953 -2.0171
H74 5.4672 -0.4504 -3.9620
H75 4.7976 1.1191 -4.4349
H76 2.9408 0.5211 -3.1635
C32 6.1169 2.2458 5.8206
C33 6.9732 1.6463 4.7214
O10 8.3615 1.9331 4.9163
H77 6.2584 3.3268 5.8642
H78 5.0604 2.0338 5.6491
H79 6.3963 1.8384 6.7958
H80 6.6977 2.0675 3.7574
H81 6.8279 0.5635 4.6699
H82 8.6203 1.5540 5.7597

Atom charges from the Mulliken analysis, given in e for atoms 1 to 99: 0.412, -1.179, 0.787, -0.596, -1.718, 0.128, -1.358, -0.837, -0.937, -0.788, 2.226, -0.799, -0.429, 0.362, -1.329, -1.069, 0.931, -0.252, -0.384, 0.426, -0.295, -0.239, 1.427, -0.353, -0.061, -0.301, -0.379, -0.339, -0.670, 0.309, 0.048, 0.355, 0.198, 0.475, 0.577, 0.169, 0.329, 0.693, 0.417, 0.523, 0.398, 0.392, 0.100, 0.266, 0.803, 0.745, -2.503, 0.178, 0.388, 0.002, 0.220, -0.428, 0.335, 0.654, 0.301, 0.557, -0.552, -0.129, -0.497, -0.089, 0.279, 0.413, 0.028, 0.231, 0.293, -0.544, -0.201, -0.533, 0.013, 0.349, 0.188, 0.189, 0.292, 0.292, -0.612, -0.399, -0.448, 0.123, 0.370, 0.084, 0.325, 0.313, 0.281, -1.128, 0.168, -0.416, 0.243, 0.353, 0.383, -0.134, 0.303, 0.262, -1.393, 0.368, -0.406, 0.258, 0.363, 0.414, 0.099



2.
Here is a 8-piece molecular cluster, C33H87N5O10 overall at a distorted geometry from the Open Molecules 2025 dataset. Energies are from ωB97M-V/def2-TZVPD.

Output
Net charge = 0
Spin multiplicity = 1
LUMO energy = 0.4 eV
ΔE to the lowest compared entry with this formula, charge and spin = 370.1 kJ/mol
Max |F| = 3.01 eV/Å
Calculated total energy = -2335.3653 a.u.
SMILES = COC[C@H](C)N.COC[C@H](C)N.COC[C@H](C)N.COCCNCCOC.COCCNCCOC.CC(C)O.CC(C)O.CC(C)O

Positions of all 135 atoms, in Å:
C1 5.1867 -2.5711 0.9188
O1 6.3064 -2.5989 -0.0637
C2 6.2651 -3.9172 -0.6468
C3 7.0019 -3.9417 -1.9133
C4 6.9818 -5.2955 -2.7094
N1 8.4393 -3.4735 -1.6851
H1 5.1048 -3.3813 1.6433
H2 4.2881 -2.8143 0.3519
H3 5.1724 -1.6074 1.4280
H4 6.7787 -4.5492 0.0777
H5 5.2519 -4.2995 -0.7706
H6 6.5777 -3.2492 -2.6404
H7 7.4900 -5.3321 -3.6730
H8 5.9636 -5.6560 -2.8557
H9 7.4241 -6.0176 -2.0231
H10 8.5476 -2.6270 -1.1448
H11 8.7043 -3.2489 -2.6334
C5 -1.5659 0.1062 -0.6211
O2 -0.1939 0.3457 -0.3617
C6 0.0941 1.6339 0.2211
C7 1.6589 1.6533 0.2994
C8 2.1928 1.1148 1.6130
N2 2.2215 3.0623 0.1889
H12 -2.2417 0.3434 0.2006
H13 -1.5706 -0.9751 -0.7589
H14 -1.8452 0.7033 -1.4892
H15 -0.2478 2.4237 -0.4478
H16 -0.3425 1.8490 1.1964
H17 2.1030 1.0133 -0.4630
H18 2.4343 1.7479 2.4668
H19 3.1457 0.5941 1.5172
H20 1.5286 0.3682 2.0483
H21 1.8170 3.6291 0.9205
H22 3.1948 3.0532 0.4585
C9 -1.7157 3.2305 3.9594
O3 -2.7293 4.0048 4.5405
C10 -3.0544 3.5578 5.9072
C11 -3.2682 4.7356 6.8578
C12 -2.0230 5.6073 6.9169
N3 -3.6216 4.2676 8.1491
H23 -0.6941 3.2813 4.3360
H24 -1.6188 3.5767 2.9304
H25 -2.0918 2.2126 3.8575
H26 -3.9987 3.0443 5.7267
H27 -2.2864 2.9358 6.3669
H28 -4.0599 5.3682 6.4563
H29 -2.0990 6.4384 7.6181
H30 -1.6855 5.8547 5.9104
H31 -1.2841 4.9436 7.3659
H32 -4.4697 4.7638 8.3828
H33 -4.0251 3.3465 8.0552
C13 -2.8811 -2.8704 -3.2872
O4 -2.4685 -3.6280 -4.3450
C14 -1.4118 -4.5597 -4.1052
C15 -0.1209 -3.9446 -3.5024
N4 -0.2162 -3.7409 -2.0831
C16 0.9199 -2.8494 -1.6979
C17 0.9381 -2.6415 -0.1422
O5 1.4511 -3.7959 0.4565
C18 1.5998 -3.7804 1.8244
H34 -3.5367 -2.1024 -3.6978
H35 -2.0868 -2.2796 -2.8308
H36 -3.3603 -3.4047 -2.4669
H37 -1.0761 -4.9954 -5.0462
H38 -1.8729 -5.2089 -3.3608
H39 0.1961 -3.0813 -4.0876
H40 0.5404 -4.7903 -3.6909
H41 -0.0810 -4.5335 -1.4719
H42 0.7592 -1.8760 -2.1612
H43 1.8044 -3.4484 -1.9148
H44 -0.1212 -2.4550 0.0342
H45 1.4373 -1.7118 0.1304
H46 1.8770 -4.7904 2.1263
H47 0.6628 -3.6261 2.3596
H48 2.2314 -2.9650 2.1769
C19 -12.3190 -5.2869 -1.1495
O6 -11.8689 -5.0097 -2.4831
C20 -11.5053 -3.6763 -2.8602
C21 -10.0346 -3.6497 -3.3330
N5 -9.2231 -3.7274 -2.1506
C22 -7.8767 -3.1491 -2.3261
C23 -6.9581 -3.6385 -1.2266
O7 -5.7420 -2.7872 -1.2697
C24 -4.9770 -2.9419 -0.0386
H49 -11.4590 -5.3636 -0.4841
H50 -12.7615 -6.2831 -1.1552
H51 -13.0394 -4.5397 -0.8167
H52 -11.7091 -2.9654 -2.0594
H53 -12.2669 -3.4839 -3.6158
H54 -9.7324 -2.7578 -3.8819
H55 -9.7305 -4.5095 -3.9300
H56 -9.4211 -4.6486 -1.7869
H57 -8.0250 -2.0725 -2.2423
H58 -7.3980 -3.4021 -3.2721
H59 -6.7499 -4.7084 -1.2179
H60 -7.4505 -3.3663 -0.2930
H61 -4.4990 -3.9163 0.0622
H62 -5.5652 -2.8670 0.8760
H63 -4.1814 -2.2039 -0.1407
C25 2.9748 5.0676 3.7413
C26 1.9221 6.1804 3.4289
C27 0.5100 5.6662 3.3165
O8 2.1217 7.1252 4.4961
H64 4.0004 5.3741 3.5355
H65 2.8526 4.1234 3.2105
H66 2.7823 4.7260 4.7583
H67 2.0825 6.5691 2.4232
H68 0.4897 4.7407 2.7412
H69 -0.1648 6.4298 2.9296
H70 0.1739 5.4871 4.3378
H71 2.8863 7.6826 4.3341
C28 4.5112 5.7083 -0.5054
C29 3.9595 6.0404 -1.9567
C30 4.5463 5.0578 -3.0165
O9 2.5819 6.1059 -1.7818
H72 3.9925 6.3484 0.2082
H73 5.5980 5.7781 -0.4577
H74 4.1223 4.7277 -0.2313
H75 4.1735 7.0903 -2.1572
H76 4.5126 5.5737 -3.9761
H77 3.9355 4.1564 -3.0658
H78 5.5901 4.8387 -2.7916
H79 2.3542 5.3148 -1.2879
C31 5.1706 -0.1802 -1.9539
C32 5.1230 0.9883 -2.8721
C33 6.4702 1.6980 -2.8464
O10 4.8392 0.4571 -4.1786
H80 4.1742 -0.5367 -1.6927
H81 5.6696 -0.0305 -0.9964
H82 5.7798 -0.9999 -2.3348
H83 4.3661 1.7434 -2.6600
H84 6.5206 2.4262 -2.0369
H85 6.6151 2.2627 -3.7673
H86 7.3503 1.0622 -2.7503
H87 5.5808 -0.0245 -4.5523

Atom charges from the Mulliken analysis, given in e for atoms 1 to 99: -0.679, -0.335, -0.745, 0.891, -1.406, -0.804, 0.456, 0.089, 0.338, 0.352, 0.394, -0.090, 0.358, 0.342, 0.332, 0.278, 0.275, -0.543, -0.058, -0.956, 0.906, -1.497, -0.031, 0.307, -0.089, 0.367, 0.391, 0.275, -0.275, 0.279, 0.325, 0.506, -0.111, 0.214, -0.866, -0.357, -0.876, 0.589, -1.334, -0.748, 0.329, 0.269, 0.451, 0.329, 0.466, 0.299, 0.359, 0.211, 0.331, 0.295, 0.259, -0.369, -0.434, -0.684, -0.696, -0.137, -1.104, -0.320, -0.432, -0.778, 0.328, -0.014, 0.312, 0.353, 0.363, 0.311, 0.485, 0.238, 0.562, 0.544, 0.496, 0.027, 0.290, 0.342, 0.244, -0.642, -0.357, -0.607, -0.696, -0.206, -0.495, -0.650, -0.273, -0.572, 0.241, 0.246, 0.310, 0.364, 0.380, 0.440, 0.349, 0.214, 0.238, 0.337, 0.296, 0.389, 0.332, 0.388, -0.012